Record 1
Molecular formula: C29H58Br24NO2
Method: DFT, ωB97M-V/def2-TZVPD

Lowest unoccupied orbital energy = 0.0429 Ha
HOMO = -1.43 eV
Max |F| = 1.56 eV Å⁻¹
Gap between HOMO and LUMO = 2.59 eV
Total energy = -63121.19768 Eh
Charge = -1
Molecular weight = 2370.48 u

The geometry in XYZ format:
```
114
Properties=species:S:1:pos:R:3:forces:R:3
Br 3.22699 -5.28734 -2.81114 0.1 -0.1 0.2
Br -2.66114 1.08216 -0.44904 -0.1 0.0 0.0
Br 2.10201 -5.28364 0.69165 0.0 -0.1 -0.1
Br 3.59289 7.11429 -1.55410 0.0 0.1 0.0
Br 6.96395 -3.16284 -0.47574 -0.1 0.0 0.0
Br -1.68177 4.87224 6.55218 0.9 0.3 1.2
Br -4.95906 8.87441 4.13736 0.1 0.0 0.0
Br 5.35650 -9.09638 0.57408 0.0 0.1 0.1
Br -3.99333 4.38660 -1.15306 0.1 0.2 -0.3
Br 5.90419 -5.29516 2.33814 0.0 -0.1 0.0
Br 2.73740 -1.38774 -5.95658 0.1 -0.1 0.0
Br -2.98850 7.06373 1.62011 -0.1 0.2 0.0
Br 3.45667 -2.52152 -10.77776 0.0 -0.1 0.0
Br -2.80394 -1.60417 -3.51737 0.0 0.1 0.0
Br 1.77718 -2.53852 3.29258 0.1 0.1 0.2
Br 1.34621 -5.35400 -9.70822 0.0 0.0 -0.1
Br -3.70398 -2.40364 2.66186 0.0 0.0 -0.1
Br 1.32024 7.76508 1.28909 0.0 0.0 0.0
Br 0.58924 -4.17481 -4.88155 -0.2 0.0 -0.2
Br 0.32316 -0.25459 -2.09951 0.2 -0.2 -0.2
Br 0.54218 4.47182 3.64904 0.0 0.0 -0.1
Br 0.42171 0.74097 2.24186 0.1 0.0 -0.1
Br -1.88284 -4.71074 0.43425 0.0 0.0 0.0
Br 3.12114 -8.35060 3.40718 0.0 0.0 -0.1
O -6.69656 3.91082 2.50288 0.1 0.2 -0.3
O -6.23904 5.25285 2.26126 -0.2 0.6 -0.1
N -3.38761 3.61290 1.93576 0.4 0.4 -1.3
C -4.04498 -4.27472 2.26028 0.0 0.3 0.2
C -3.19208 4.31737 4.22687 -0.6 -0.6 -0.8
C 2.29608 -3.04770 -6.87574 0.0 0.2 -0.1
C 3.04262 -4.18386 -11.70080 0.0 0.2 0.0
C 0.49334 -0.95057 1.27909 -0.2 0.3 0.1
C -4.28427 1.56809 -1.40011 0.1 -0.2 0.1
C -6.36894 3.50676 3.88527 -0.2 -1.0 0.6
C -4.25716 2.08904 3.50336 -1.0 -0.3 0.3
C -1.58255 -0.27057 -4.23704 -0.2 -0.2 0.0
C 1.61367 -4.60066 -11.48286 0.0 -0.2 0.1
C 3.75600 6.60594 0.31892 0.0 -0.1 -0.2
C 2.94653 -3.79232 -1.59379 0.2 0.0 -0.2
C 0.23215 -2.11194 2.19188 0.1 -0.2 -0.1
C -3.54613 8.92559 1.64683 0.2 -0.2 -0.1
C 5.48916 -9.63406 2.43852 0.1 -0.1 -0.3
C -3.48266 9.49785 3.03704 -0.3 0.1 0.1
C 3.38899 -4.13290 -0.19766 -0.2 0.0 0.2
C 0.23164 5.17430 6.40739 -0.3 0.2 0.3
C 2.43156 6.21377 0.91439 0.0 0.1 0.2
C -4.06942 2.79117 -2.25124 -0.2 0.2 0.1
C 7.19735 -3.84360 2.30191 -0.2 -0.1 0.2
C -2.77104 -5.06713 2.12838 0.0 -0.1 -0.2
C 4.13897 -9.96040 3.01771 -0.1 0.2 0.2
C 0.86074 -3.43833 -6.66133 -0.1 -0.2 0.2
C 6.74136 -2.72183 1.40802 0.2 0.1 -0.2
C -5.75991 2.16752 3.97040 0.8 0.5 0.0
C -3.61483 3.36345 3.15009 0.0 -0.1 0.6
C 0.59797 5.78525 5.08209 0.2 -0.1 -0.1
C -0.15221 -0.62879 -3.94771 0.1 0.3 0.1
H 0.52596 -0.02315 -4.54395 -0.1 0.0 0.0
H 2.99088 -3.79803 -6.51374 0.0 0.0 0.0
H -4.20437 1.48365 2.61318 0.1 -0.4 -0.4
H -6.32410 1.57243 3.26222 -0.3 -0.6 0.0
H -4.63736 -4.64656 3.09314 0.0 -0.1 0.0
H -3.55237 4.01014 5.19435 -0.1 -0.3 0.2
H -1.87048 0.68659 -3.81480 0.0 0.0 0.1
H 0.17486 -2.60410 -6.76802 0.0 0.1 0.0
H -3.14291 2.75569 -2.81552 0.0 -0.1 0.0
H -2.85501 9.44845 0.98878 0.0 0.0 0.0
H -5.52578 5.08811 1.63552 0.3 -0.2 0.0
H 1.85235 5.56543 0.26627 0.0 0.0 0.0
H 7.27522 -3.49817 3.33011 0.0 0.1 0.0
H 3.44094 -3.23442 0.41738 0.0 0.0 0.0
H -0.59679 -1.93351 2.86684 0.0 0.1 0.0
H 0.48255 5.85292 7.21956 0.1 0.0 0.0
H -5.80549 4.28871 4.36416 0.3 0.6 -0.1
H 1.89402 -3.53250 -1.65009 0.0 0.0 0.0
H 3.54065 -2.97614 -1.99879 0.0 0.0 0.0
H 0.57889 -4.22868 -7.35282 0.0 0.1 0.1
H 7.34720 -1.83372 1.56970 0.0 0.0 0.0
H 0.05696 -1.67824 -4.12168 0.0 0.0 0.0
H 4.34430 -4.64368 -0.16891 0.0 0.0 0.0
H -3.57661 10.58134 3.00835 0.0 0.0 0.0
H 0.71434 4.21714 6.57172 0.1 0.0 0.0
H -2.98134 -6.13416 2.12556 0.0 0.0 0.0
H -4.64128 -4.29468 1.35480 0.0 -0.1 0.0
H -3.66204 1.59624 4.26719 0.3 -0.1 0.3
H -1.76281 -0.26550 -5.30982 0.0 0.0 0.0
H 6.12763 -10.51447 2.44002 0.0 0.0 0.0
H 3.53297 -10.56402 2.35143 0.0 0.0 -0.1
H -7.32579 3.46601 4.38923 -0.6 0.2 0.1
H 3.22245 -3.98133 -12.75373 0.0 0.0 0.0
H 0.04384 -3.01326 1.61596 0.0 0.0 -0.1
H -5.05021 1.71709 -0.64483 0.0 0.1 0.0
H 1.46220 -0.99908 0.79204 0.0 -0.1 0.0
H 4.21111 7.44660 0.83050 0.0 0.0 0.0
H -4.90447 2.93588 -2.93381 0.0 0.0 0.0
H -4.53701 0.70699 -2.01550 0.0 0.0 -0.1
H 5.69439 -2.47557 1.55072 0.0 0.0 0.1
H -2.05385 -4.84262 2.91096 0.0 0.0 0.0
H 1.62202 6.15213 5.10106 0.0 0.0 0.0
H 2.48527 -2.85507 -7.92859 0.0 0.0 0.0
H 8.14434 -4.27140 1.99219 0.0 0.0 -0.1
H 3.75231 -4.92369 -11.34809 0.0 -0.1 0.0
H -2.56949 9.22699 3.55562 0.1 0.0 0.0
H -0.28882 -0.88635 0.52712 -0.1 -0.1 0.0
H 5.98622 -8.82580 2.96458 0.0 0.0 0.0
H -4.54397 8.95895 1.22300 -0.1 0.0 0.1
H -0.06812 6.59036 4.79163 -0.1 0.0 0.0
H -2.11822 4.41604 4.21689 0.0 -0.2 -0.2
H 1.33786 -5.39194 -12.17560 0.0 0.0 0.0
H 2.57462 5.72444 1.87429 0.0 0.0 0.0
H -2.92395 4.52363 1.83386 0.0 -0.2 0.0
H 0.91718 -3.77572 -11.58122 0.0 0.1 0.0
H 4.44025 5.76094 0.32820 0.0 0.0 0.0
H 4.24678 -10.47180 3.97149 0.1 0.0 0.0
H -3.61376 5.27554 4.00451 -0.3 0.8 -0.1
```
Forces are in eV/Å.

Record 2
Molecular formula: C29H58BrI2N2O33PS10Si
Method: DFT, ωB97M-V/def2-TZVPD

Lowest unoccupied orbital energy = -0.0090 Ha
HOMO = -7.89 eV
Max |F| = 6.85 eV Å⁻¹
Gap between HOMO and LUMO = 7.64 eV
Total energy = -11514.09148 Eh
Molecular weight = 1676.21 u

The geometry in XYZ format:
```
137
Properties=species:S:1:pos:R:3:forces:R:3
I -2.38561 -3.66796 -2.24780 -0.2 0.9 0.1
I 0.02491 -5.23141 -0.26541 0.0 0.2 0.7
Br 2.70777 -0.19313 -3.56383 -0.3 0.4 -0.2
S -2.01816 11.18075 -9.46779 0.1 -0.9 -0.1
S 3.83656 -2.14753 6.92035 0.6 -0.3 0.4
S 0.20236 5.44972 -6.82892 1.1 -0.1 -0.1
S 4.33948 0.68783 -0.09052 0.5 -0.4 0.6
S -3.80178 -5.89052 4.04437 -0.7 0.3 0.3
S -1.44593 -0.12140 9.83374 0.6 -0.1 -0.2
S -6.48709 -7.36033 -1.43184 0.9 -0.1 -0.1
S 7.23768 0.79289 0.56938 -0.6 0.2 -0.6
S -4.51916 5.77483 -5.32798 0.1 0.7 0.7
S -1.84317 1.05151 -2.27740 -0.1 0.9 -1.1
P 2.54741 -2.74630 0.90696 -0.1 -0.4 1.2
Si 0.67678 -2.02125 -0.08494 -0.3 0.4 -0.2
O -3.14267 6.10020 -4.55475 -0.4 -0.2 0.1
O -0.29042 6.74323 -7.11763 -0.4 0.2 0.1
O -2.61285 -5.16358 3.79893 0.3 0.0 -0.2
O -0.78903 10.20518 -9.11016 -0.3 0.2 -0.4
O -4.20432 -5.71522 5.58846 -0.2 -0.1 -0.4
O 3.46704 -2.42985 8.47151 0.3 0.5 -0.2
O -3.10194 10.04144 -9.81435 0.3 0.2 0.5
O 3.59054 -3.32651 6.18553 -0.1 -0.1 -0.3
O 3.30298 -0.89163 6.55950 -0.4 0.3 -0.1
O -7.34077 -8.42825 -1.07704 -0.4 -0.2 0.0
O -0.53548 -1.40592 9.50102 -0.1 0.4 0.4
O -2.10299 -0.35409 11.06414 -0.4 -0.1 0.2
O -2.03027 1.62613 -0.99672 0.1 -0.2 0.5
O -4.36979 6.13238 -6.68512 -0.1 -0.1 -0.4
O 1.13552 4.97246 -8.04753 -0.3 -0.2 0.5
O -0.25890 0.93338 10.07857 -0.1 -0.2 -0.4
O -2.14196 0.26266 8.66372 -0.3 0.1 0.0
O -5.03413 -5.07752 3.40509 0.5 0.2 0.3
O -0.58522 1.77057 -2.96982 -0.5 -0.1 0.5
O -1.72812 -0.34978 -2.47039 -0.2 -0.1 0.4
O 5.42872 -1.99816 7.11348 -0.4 -0.3 0.1
O -2.43053 11.84324 -8.29004 -0.2 0.4 0.2
O 1.35641 5.58721 -5.71739 -0.3 0.2 -0.4
O -2.98330 1.60694 -3.26133 0.5 -0.5 0.1
O -5.54988 -7.84276 -2.65003 -0.2 -0.3 0.5
O -0.64877 4.38049 -6.47205 -0.5 -0.2 0.0
O -6.97189 -6.06564 -1.72477 -0.4 0.3 0.1
O -4.96058 4.49551 -4.91773 0.0 -0.5 -0.2
O -5.33444 -7.22345 -0.31593 -0.2 0.2 -0.5
O -5.43477 6.88308 -4.60755 0.5 0.0 -0.4
O -1.69928 11.87398 -10.65727 0.1 0.4 -0.2
O 3.16467 -2.49028 -2.25170 5.2 -4.3 1.3
O -3.94629 -7.25433 3.70322 0.3 -0.4 -0.1
N 5.79335 -1.23205 1.44198 -0.1 0.7 0.0
N 2.31555 -2.57677 2.47811 -0.1 0.3 -0.5
C 5.80983 0.00393 0.70125 0.6 0.3 0.5
C 5.68574 -3.65750 0.67549 -0.6 -0.2 -0.1
C 5.75108 -1.95538 8.50446 0.0 0.4 0.3
C -0.99302 2.36102 -4.21072 0.1 -0.2 -0.6
C 6.46076 -2.31479 0.69219 -0.4 -0.9 -0.8
C -4.11202 -7.77743 -0.81173 0.2 -0.5 0.0
C -5.28466 -4.77876 5.70188 0.0 0.4 0.1
C -4.76004 7.36853 -3.44214 0.0 -0.3 0.5
C 5.69389 -1.80825 3.90304 1.0 0.2 -0.6
C -2.11481 -2.96682 -0.19006 -0.4 -1.8 1.5
C 2.88784 0.74196 1.08578 -0.2 0.3 -0.5
C 0.42672 -0.27566 0.64217 1.1 0.3 -0.1
C 1.62111 0.65328 0.15665 0.0 -0.6 -0.2
C 2.58109 5.03673 -6.21806 0.3 -0.6 0.0
C -0.68166 -3.27151 0.40325 -0.1 0.6 -1.1
C -4.18095 -7.59729 -2.31226 0.3 0.6 -0.1
C 2.50770 5.22084 -7.71714 0.3 0.5 0.0
C 0.97046 0.22417 10.23685 0.2 -0.3 0.5
C -3.14078 -3.85052 0.64052 0.7 -0.1 -0.6
C 0.83009 -0.99875 9.35718 0.3 0.2 -0.5
C 4.66319 -2.75500 9.18718 0.2 -0.5 0.0
C -2.45031 2.69808 -4.02800 0.1 0.6 0.1
C 6.42381 -1.01595 2.76455 -1.0 -0.4 1.1
C -2.42976 8.78991 -9.98921 0.3 -0.2 -0.5
C -6.04491 -4.89606 4.40114 -0.4 -0.4 0.1
C 0.87311 -1.96732 -1.99594 0.1 0.5 -0.2
C -1.25097 8.85032 -9.04373 -0.3 -0.3 0.4
C -3.28933 7.30360 -3.79258 0.1 0.6 -0.1
C 2.31035 -1.79444 -2.45303 -5.4 3.4 -0.8
H -2.57289 3.61393 -3.44734 0.0 0.0 -0.1
H 7.49266 -1.28447 2.77865 -0.3 0.2 -0.3
H 3.43484 5.54702 -5.78089 -0.2 0.2 0.1
H -3.52599 -8.28299 -2.84297 -0.2 -0.1 -0.1
H 1.99713 0.29454 -0.82307 -0.4 0.2 0.3
H -4.86159 -3.78419 5.82107 0.0 0.1 0.0
H 4.83673 -3.82848 9.08573 0.0 0.0 0.0
H 6.33340 -4.54120 0.55958 0.0 0.5 0.0
H 1.06676 -0.05397 11.28939 0.1 0.0 0.0
H -2.97363 2.79800 -4.97292 -0.2 -0.2 0.1
H 0.54491 -2.95438 -2.37331 0.2 0.4 0.1
H -4.08161 -8.83480 -0.54011 0.0 0.0 0.0
H -5.90313 -5.01453 6.56437 0.2 -0.2 0.0
H 2.74400 6.24823 -8.00281 0.1 0.0 0.0
H 4.56136 -2.50395 10.23988 -0.2 0.1 -0.1
H 5.27401 -2.76108 3.57194 0.0 0.3 -0.1
H -3.94126 -6.57033 -2.59874 0.1 0.0 0.0
H 1.21540 1.65851 -0.04418 0.3 -0.3 0.2
H -6.68837 -5.77894 4.39511 0.0 0.0 0.0
H 2.90741 1.75789 1.51275 0.2 -0.6 0.1
H 4.95898 -3.68626 -0.15647 0.5 0.0 0.3
H -6.64130 -4.01364 4.18723 0.2 0.1 -0.2
H 3.62256 -1.97751 0.38633 -0.2 -0.4 -0.1
H -2.65577 7.27477 -2.90988 0.1 -0.2 -0.1
H 1.00525 -0.75193 8.30804 0.1 0.0 0.0
H 4.90374 -1.17172 4.30930 0.1 -0.4 0.1
H -2.72107 -4.15265 1.61258 -0.2 0.5 -0.2
H 5.08217 -3.82452 1.58420 0.4 0.2 -0.1
H 6.31852 0.05005 3.01698 0.3 -0.4 -0.1
H 5.73666 -0.91123 8.82556 0.0 0.0 0.0
H -0.85350 1.62042 -5.00105 0.0 0.0 0.0
H 1.49937 -1.79719 9.65601 -0.2 -0.2 0.0
H 6.56406 -1.98102 -0.35359 0.1 -0.2 0.4
H -3.09648 7.96064 -9.76892 -0.2 0.2 0.1
H -4.99922 6.70200 -2.61025 0.0 0.0 0.0
H 2.61467 3.97889 -5.94922 0.0 0.0 0.0
H 6.47924 -2.04564 4.64106 -0.6 0.2 0.1
H -4.10815 -3.35768 0.77979 0.2 -0.2 -0.2
H 0.47608 -0.29696 1.74676 -0.4 -0.2 -0.4
H -2.10121 8.72490 -11.02940 0.0 0.0 0.0
H -2.99418 8.14470 -4.42326 0.0 0.0 0.0
H 0.21559 -1.18885 -2.40159 0.3 -0.4 0.0
H 3.16152 4.53823 -8.25217 -0.2 -0.1 -0.1
H 2.95680 -0.01355 1.88377 -0.1 0.1 -0.4
H -5.08583 8.37656 -3.20201 -0.1 0.0 -0.2
H 1.81301 0.84730 9.94984 -0.2 0.2 -0.1
H 7.47365 -2.51971 1.07797 -0.3 0.5 0.0
H -1.55650 8.64428 -8.01873 0.0 -0.1 0.0
H 6.73940 -2.37272 8.67820 0.0 -0.1 -0.2
H -0.39567 3.23811 -4.42948 0.1 0.0 0.2
H -0.70742 -3.32885 1.50510 -0.2 -0.1 -0.5
H -0.45871 8.16466 -9.32774 0.1 0.2 0.0
H 2.38459 -3.46956 2.94801 0.1 0.0 0.2
H -2.41345 -1.91382 -0.14184 0.5 -0.2 -0.2
H -3.23954 -4.78754 0.06992 -0.5 0.3 0.5
H 2.76369 -4.11921 0.60088 0.2 0.6 -0.6
H -0.50700 0.19829 0.30814 0.1 -0.3 0.2
H -3.25641 -7.26770 -0.37347 -0.2 0.2 0.1
```
Forces are in eV/Å.

> The lowest total energy belongs to which entry?

C29H58Br24NO2

> Among the records above, which one has the lowest gap between HOMO and LUMO?

C29H58Br24NO2